# 1
{
  "formula": "C8H13AsF3N9O4OsS4",
  "method": "wB97M-V/def2-TZVPD",
  "elements": ["Os", "N", "C", "N", "N", "N", "N", "C", "N", "N", "N", "N", "H", "C", "As", "C", "C", "S", "H", "H", "H", "H", "H", "H", "H", "H", "H", "F", "C", "F", "F", "S", "O", "O", "O", "C", "O", "C", "S", "S", "H", "H", "H"],
  "coordinates": [[0.5814, -0.2683, -1.1285], [0.7403, -1.4992, -4.3885], [1.3608, -0.3054, -4.1366], [2.0048, 0.4065, -5.0259], [2.4294, 1.4959, -4.3401], [2.0701, 1.4556, -3.1181], [1.3670, 0.2954, -2.9375], [0.1016, -2.2381, -3.4449], [-0.5229, -3.3675, -3.6822], [-1.0139, -3.7451, -2.4806], [-0.7190, -2.9190, -1.5606], [0.0209, -1.9095, -2.1364], [0.7498, -1.8481, -5.3331], [-0.6411, 0.6724, 2.7494], [-0.4322, -1.1549, 2.2176], [-2.1103, -1.8505, 1.6110], [0.1555, -2.1134, 3.7676], [1.0357, -1.6240, 0.7031], [-1.6065, 0.7538, 3.2461], [-0.6019, 1.3322, 1.8858], [0.1706, 0.9205, 3.4276], [-2.8602, -1.7479, 2.3940], [-1.9663, -2.8951, 1.3458], [-2.4006, -1.2860, 0.7265], [-0.5597, -1.9726, 4.5758], [1.1270, -1.7120, 4.0493], [0.2454, -3.1685, 3.5233], [4.0371, 2.5062, -0.9820], [3.8228, 1.5838, -0.0663], [4.7979, 1.6247, 0.8388], [3.8153, 0.3697, -0.6338], [2.2229, 1.8601, 0.8078], [2.1046, 3.2569, 1.0440], [2.2515, 0.9532, 1.9206], [1.1965, 1.4231, -0.2319], [-3.5559, 2.2025, 1.4765], [-2.8777, 1.3119, 0.5793], [-2.0720, 1.8618, -0.3419], [-1.6676, 3.4275, -0.4455], [-1.6117, 0.6766, -1.5584], [-4.1677, 1.5625, 2.1068], [-4.1780, 2.8943, 0.9108], [-2.8438, 2.7779, 2.0652]],
  "forces_ev_per_a": [[-0.1, 0.2, 0.1], [0.0, 0.0, 0.0], [0.0, 0.0, 0.0], [0.0, 0.1, 0.0], [0.0, 0.0, 0.0], [0.0, 0.0, 0.0], [0.1, 0.0, 0.0], [0.0, 0.0, 0.0], [0.0, 0.0, 0.1], [0.0, 0.0, 0.0], [0.0, 0.0, -0.1], [0.0, 0.1, 0.0], [0.0, 0.0, 0.0], [0.1, 0.1, 0.0], [-0.2, -0.1, -0.2], [0.0, 0.0, 0.0], [0.0, 0.0, 0.0], [0.1, 0.1, 0.1], [0.0, 0.0, 0.0], [0.0, 0.0, 0.0], [0.0, 0.0, 0.0], [0.0, 0.0, 0.0], [0.0, 0.0, 0.0], [0.0, 0.0, 0.0], [0.0, 0.0, 0.0], [0.0, 0.0, 0.0], [0.0, 0.0, 0.0], [0.0, -0.1, 0.0], [0.0, 0.0, 0.0], [0.0, 0.0, 0.0], [0.0, 0.1, 0.0], [0.0, 0.0, 0.2], [0.0, -0.1, 0.0], [0.0, 0.0, 0.0], [0.0, -0.2, -0.2], [0.0, 0.0, 0.0], [0.0, -0.1, 0.0], [-0.1, 0.3, -0.1], [0.0, -0.1, 0.1], [0.1, -0.5, 0.2], [0.0, 0.0, 0.0], [0.0, 0.0, 0.0], [0.0, 0.0, 0.0]],
  "s_squared": 6.024,
  "total_charge": 0,
  "de_lowest_kcal_mol": 1.8,
  "multiplicity": 5,
  "homo_lumo_gap_ev": [8.261, 5.962]
}


# 2
{
  "formula": "C8H13B3F3IO6",
  "method": "wB97M-V/def2-TZVPD",
  "elements": ["F", "C", "F", "C", "F", "C", "C", "B", "O", "B", "O", "B", "I", "O", "H", "H", "H", "H", "H", "C", "C", "O", "C", "O", "O", "C", "H", "H", "H", "H", "H", "H", "H", "H"],
  "coordinates": [[3.6121, 0.5401, 3.1017], [2.8855, 1.2925, 2.3380], [2.8980, 0.9904, 1.0748], [2.2313, 2.3041, 2.8369], [2.0475, 2.3052, 4.1555], [1.7137, 3.5030, 2.0904], [0.4539, 3.2525, 1.2251], [-0.6601, 2.3618, 1.8847], [-1.4420, 1.5666, 1.0505], [-1.5213, 0.2930, 1.6017], [-2.0285, 0.2024, 2.8817], [-2.0919, 1.4960, 3.3681], [-3.9357, 2.1523, 4.2544], [-0.9738, 2.3035, 3.2331], [1.5453, 4.2932, 2.8198], [2.5125, 3.7928, 1.4067], [0.0295, 4.2352, 0.9855], [0.7394, 2.8079, 0.2712], [-1.1043, -0.6293, 0.9863], [-1.4072, -4.6507, -3.4240], [-2.1072, -3.4012, -2.9315], [-1.2836, -2.6558, -2.0231], [-0.3052, -1.9431, -2.5844], [-0.0688, -1.8620, -3.7630], [0.3818, -1.3446, -1.6075], [1.5222, -0.6074, -2.0485], [-1.0687, -5.2552, -2.5811], [-2.0802, -5.2470, -4.0405], [-0.5282, -4.4018, -4.0176], [-2.9976, -3.6773, -2.3687], [-2.4270, -2.7664, -3.7583], [1.2616, 0.1110, -2.8237], [2.2898, -1.2921, -2.4082], [1.9071, -0.0693, -1.1859]],
  "forces_ev_per_a": [[0.5, -1.6, 0.2], [-0.2, 0.6, 0.6], [0.6, -0.3, -1.2], [-1.1, 1.2, -0.5], [0.3, 0.3, 1.0], [-0.2, -0.7, -0.5], [0.1, 0.3, 0.6], [-0.1, 0.7, -0.5], [0.8, -0.5, 0.1], [-0.4, -0.5, -0.5], [0.2, 0.6, -0.3], [-0.1, -0.3, 1.0], [0.5, 0.0, -0.1], [-0.5, 0.1, -0.3], [0.1, 0.0, 0.0], [0.0, 0.4, 0.1], [-0.1, -0.1, -0.1], [-0.1, -0.1, 0.0], [-0.3, -0.2, 0.1], [0.3, 0.0, 0.0], [-0.2, -0.3, -0.3], [0.0, 0.2, 0.1], [0.0, -0.1, 0.0], [0.0, 0.1, 0.1], [-0.1, 0.0, 0.0], [0.3, 0.1, 0.0], [-0.1, 0.0, 0.0], [0.0, 0.0, 0.0], [-0.1, 0.1, -0.1], [0.1, 0.1, 0.2], [0.2, 0.1, 0.0], [-0.1, -0.1, -0.1], [0.0, 0.0, -0.1], [-0.1, -0.1, 0.1]],
  "total_charge": 0,
  "homo_lumo_gap_ev": 9.846
}


# 3
{
  "formula": "C8H13BBr3F3LiN5O9P",
  "method": "wB97M-V/def2-TZVPD",
  "elements": ["N", "P", "C", "N", "N", "C", "O", "B", "O", "O", "N", "N", "H", "H", "H", "H", "H", "Li", "C", "O", "O", "O", "H", "O", "H", "C", "C", "O", "C", "O", "C", "F", "F", "F", "H", "H", "H", "H", "H", "C", "Br", "Br", "Br", "H"],
  "coordinates": [[1.1745, -4.9822, 1.1645], [1.3832, -3.4496, 1.5542], [2.0096, -2.3577, 0.2500], [3.0182, -1.6112, 0.6351], [3.4797, -0.7384, -0.2681], [2.8422, -0.7290, -1.4250], [3.2696, 0.1826, -2.3211], [2.9411, 1.4884, -1.8963], [1.6324, 1.9274, -1.9412], [3.9249, 2.3273, -1.4453], [1.8328, -1.5146, -1.8235], [1.3953, -2.3939, -0.9205], [0.1945, -5.1823, 1.3746], [0.2257, -2.8525, 2.0738], [2.3367, -3.3940, 2.5782], [1.2254, 1.7807, -1.0791], [3.6007, 2.7530, -0.6474], [0.3849, -6.5967, -0.0365], [-0.7656, -7.4884, -3.2095], [-1.6960, -6.9893, -3.8444], [0.4598, -7.5549, -3.9051], [-0.7491, -7.9524, -2.0424], [0.1648, -7.1437, -4.7295], [-0.5619, -0.8579, -3.8605], [0.0421, -1.2942, -3.2532], [-3.0423, 3.0378, -0.4564], [-2.7129, 3.2539, 1.0063], [-2.0038, 2.1260, 1.5652], [-0.7313, 2.0305, 1.2397], [-0.1051, 2.7776, 0.5468], [-0.1087, 0.7984, 1.9113], [-0.8526, -0.2932, 1.7248], [0.0253, 0.9840, 3.2337], [1.1042, 0.5540, 1.4153], [-3.6036, 2.1129, -0.5901], [-3.6335, 3.8711, -0.8348], [-2.1408, 2.9549, -1.0609], [-3.6322, 3.3443, 1.5806], [-2.1434, 4.1663, 1.1639], [-2.0797, 6.5954, 3.4280], [-0.9548, 8.0953, 2.9992], [-3.6237, 6.5212, 2.2788], [-1.0825, 4.9458, 3.4347], [-2.4439, 6.7472, 4.4324]],
  "forces_ev_per_a": [[-1.1, -0.5, -0.3], [0.2, -1.2, -0.2], [-0.1, -0.3, 0.9], [0.4, 0.5, -0.3], [-0.2, -0.3, 0.6], [0.2, 0.4, -0.9], [-0.1, 0.0, 0.4], [-0.3, 0.5, -0.4], [0.5, -0.5, 0.6], [0.4, -0.7, 0.2], [-0.4, -0.8, 0.3], [0.2, 0.6, -0.8], [0.0, 0.2, 0.3], [0.1, 0.2, 0.0], [0.0, 0.6, -0.1], [-0.6, 0.3, -0.1], [0.0, 0.6, -0.2], [0.1, 0.0, -1.1], [-0.1, 0.2, -0.2], [0.0, -0.1, 0.1], [-0.4, 0.1, 0.2], [0.7, 0.4, 1.2], [0.4, 0.0, -0.1], [0.0, 0.2, 0.3], [0.1, -0.1, -0.1], [0.2, -0.3, 0.0], [-0.6, 0.4, -0.6], [0.1, -0.1, 0.2], [-0.4, 0.2, -0.1], [0.3, 0.0, 0.0], [0.2, -0.4, 0.1], [-0.1, 0.0, 0.0], [-0.1, 0.1, 0.0], [0.0, 0.1, -0.1], [-0.1, 0.1, 0.0], [0.0, 0.0, 0.1], [0.0, 0.1, 0.0], [0.1, -0.2, 0.2], [0.1, -0.2, -0.1], [0.1, 0.0, 0.0], [0.0, 0.0, 0.0], [0.0, 0.0, 0.0], [0.1, 0.2, 0.2], [0.0, 0.0, 0.0]],
  "total_charge": -1,
  "homo_lumo_gap_ev": 3.617
}